{
  "formula": "C7H10N",
  "method": "ωB97M-V with the def2-TZVPD basis set",
  "symbols": ["N", "H", "H", "H", "H", "H", "C", "C", "H", "C", "C", "C", "C", "C", "H", "H", "H", "H"],
  "coordinates": [[0.49989, -0.10226, -0.71999], [-1.90717, 0.89657, -0.78639], [1.32218, 0.20822, 1.84947], [0.16564, -2.10769, 1.16097], [0.39407, 1.53684, 1.21949], [-2.64225, 0.28132, 0.61442], [3.04195, -0.05367, -0.64699], [1.81863, -0.08845, -1.07829], [-1.38098, 1.84848, 0.49876], [-0.43651, -1.55367, 0.55900], [0.32957, 0.54157, 1.66398], [-1.66811, 0.79876, 0.30086], [0.70538, -0.23405, -2.14398], [-0.39541, -0.08755, 0.52937], [-0.11424, 0.69260, 2.57597], [0.53558, 0.67505, -2.80591], [0.68236, -1.22985, -2.53035], [-0.95056, -2.02223, -0.26038]],
  "energy_ev": -8894.7463,
  "charge": 1,
  "lumo_ev": [-6.96, -6.18],
  "e_homo_ev": [-13.9, -14.3],
  "orbital_gap_ev": [6.946, 8.168]
}